Entry from the OMol25 dataset: C24H22Cl2N5O4S3Tl as an isolated structure (wB97M-V/def2-TZVPD).

The geometry in XYZ format:
```
61
Properties=species:S:1:pos:R:3:lowdin_charge:R:1
Tl 1.198 -0.432 -0.439 0.88
Cl -6.010 -0.434 -1.544 0.58
C -4.332 0.010 -1.783 -0.70
C -3.361 -0.975 -1.677 -0.06
C -2.000 -0.681 -1.826 -0.24
N -0.980 -1.592 -1.609 0.04
C -1.179 -2.896 -1.624 -0.50
O -2.202 -3.563 -1.897 -0.05
C 0.060 -3.698 -1.232 -0.19
C -0.096 -5.052 -0.936 -0.02
C 1.007 -5.791 -0.552 -0.09
C 2.244 -5.163 -0.480 -0.08
C 2.314 -3.815 -0.793 -0.14
N 1.250 -3.100 -1.162 0.04
C -1.623 0.668 -2.131 -0.23
C -2.629 1.633 -2.251 -0.06
C -3.966 1.313 -2.070 -0.70
Cl -5.167 2.580 -2.227 0.58
N -0.273 0.955 -2.196 0.03
C 0.205 2.001 -2.843 -0.50
O -0.373 2.853 -3.551 -0.04
C 1.712 2.174 -2.679 -0.19
C 2.271 3.418 -2.960 -0.02
C 3.634 3.595 -2.804 -0.09
C 4.409 2.517 -2.396 -0.08
C 3.775 1.310 -2.151 -0.14
N 2.459 1.142 -2.278 0.05
H -3.648 -1.994 -1.469 0.09
H -1.089 -5.472 -1.020 0.10
H 0.905 -6.842 -0.305 0.09
H 3.134 -5.701 -0.179 0.09
H 3.249 -3.266 -0.731 0.08
H -2.346 2.647 -2.487 0.10
H 1.612 4.208 -3.291 0.10
H 4.087 4.563 -2.990 0.09
H 5.477 2.612 -2.251 0.09
H 4.330 0.440 -1.818 0.08
C -1.284 0.309 4.899 -0.55
C -1.535 -0.894 3.992 -0.54
S -1.063 -0.790 2.248 0.82
C -2.214 0.405 1.520 -0.49
C -2.020 1.888 1.814 -0.52
S -0.472 2.682 1.290 0.84
C 0.752 1.971 2.427 -0.57
C 0.498 2.307 3.902 -0.53
S 0.438 0.882 5.045 0.83
H -1.570 0.030 5.916 0.06
H -1.893 1.165 4.615 0.05
H -2.592 -1.176 4.050 0.07
H -0.939 -1.736 4.350 0.06
H -3.231 0.107 1.795 0.08
H -2.098 0.230 0.449 0.04
H -2.189 2.118 2.867 0.04
H -2.778 2.431 1.243 0.07
H 1.715 2.348 2.081 0.07
H 0.770 0.899 2.278 -0.04
H -0.435 2.856 4.037 0.05
H 1.300 2.927 4.303 0.06
O 4.121 -1.229 -0.153 -0.30
N 4.636 -0.477 0.718 -0.33
O 4.027 0.576 0.950 -0.23
```

Values from the calculation:
F_max (eV Å⁻¹): 0.27
Highest occupied orbital energy (eV): -1.47
Net charge: -2
LUMO level (eV): 3.9